ORCA calculation (ωB97M-V/def2-TZVPD) on a structure of composition C33H87AsF6N12O9P2 in a non-equilibrium geometry.

Values from the calculation:
E_LUMO in eV: -0.36
HOMO-LUMO gap in Ha: 0.276
Strongest force on any atom in eV Å⁻¹: 5.21
Energy relative to the best compared isomer or geometry (same formula, charge and spin) in kJ/mol: 303.9

Atoms and positions in Å:
C -4.3359 -4.6170 1.3665
O -2.9879 -4.1864 1.4945
C -2.5544 -3.4022 0.4422
C -1.0696 -3.5035 0.3247
N -0.5368 -4.9263 0.4550
H -1.0878 -5.5846 -0.0773
H 0.3960 -4.9635 0.0695
C -0.4793 -5.4132 1.9498
C -1.0165 -6.8439 2.0790
O -0.2594 -7.9054 1.4127
C -0.9933 -9.1056 1.2086
H -5.0149 -3.7880 1.1671
H -4.5786 -5.1091 2.3083
H -4.3881 -5.2860 0.5075
H -2.8261 -2.3826 0.7155
H -2.9912 -3.6013 -0.5364
H -0.5479 -2.7730 0.9430
H -0.8214 -3.0657 -0.6422
H -1.0888 -4.8267 2.6373
H 0.5594 -5.3378 2.2718
H -2.0774 -6.8335 1.8292
H -1.0030 -7.1268 3.1316
H -0.2789 -9.9283 1.1788
H -1.4796 -9.0804 0.2334
H -1.6659 -9.3162 2.0400
As -0.2812 0.6636 -1.5839
F 0.7238 2.1122 -1.4791
F 1.1651 -0.4088 -1.4587
F -1.3659 -0.7484 -1.6733
F -1.7328 1.7231 -1.5675
F -0.2514 0.7091 -3.3548
F -0.3332 0.5900 0.2395
C 2.0676 -3.2276 -3.6683
O 3.1404 -3.8234 -3.3266
N 0.8457 -3.7912 -3.8240
C -0.2254 -2.8455 -4.0405
C 0.4688 -5.1574 -3.5342
H 2.0645 -2.1509 -3.8983
H -0.7767 -3.0991 -4.9459
H 0.0414 -1.8019 -4.2075
H -1.0094 -2.7502 -3.2893
H -0.2639 -5.5008 -4.2645
H 1.3096 -5.8505 -3.5069
H -0.0295 -5.0795 -2.5679
C 4.5053 2.4703 -5.1531
O 5.5053 2.9825 -4.6713
N 3.6629 1.6770 -4.4829
C 2.4807 1.1315 -5.1296
C 3.9138 1.4190 -3.0282
H 4.2003 2.6388 -6.1975
H 2.4401 1.6120 -6.1071
H 1.5593 1.4683 -4.6544
H 2.5565 0.0507 -5.2483
H 4.7688 1.9596 -2.6221
H 3.0570 1.6218 -2.3857
H 4.1645 0.3671 -2.8914
C 3.6461 -1.7954 -0.3720
O 4.1505 -2.6879 -1.0680
N 4.3256 -0.7192 0.0021
C 3.5637 0.3704 0.6252
C 5.7086 -0.4642 -0.2029
H 2.6200 -1.8291 0.0258
H 3.6282 1.2161 -0.0594
H 3.9889 0.7142 1.5681
H 2.4983 0.1454 0.6751
H 5.8673 -0.1104 -1.2216
H 6.1757 0.1955 0.5284
H 6.3236 -1.3632 -0.1625
C -1.2458 2.2311 -6.2681
O -2.0583 1.7299 -7.0357
N -1.3551 3.3835 -5.5583
C -0.4230 3.7654 -4.5598
C -2.4512 4.3340 -5.6990
H -0.2897 1.7469 -6.0159
H 0.3436 3.0250 -4.3312
H -1.0369 3.8396 -3.6622
H 0.0144 4.7297 -4.8182
H -3.0227 4.1986 -6.6172
H -3.1044 4.0971 -4.8591
H -2.2140 5.3977 -5.6788
C -4.5007 -1.4982 -2.5972
O -5.0934 -2.0211 -1.7169
N -5.0310 -0.4510 -3.3633
C -4.2519 0.2523 -4.4509
C -6.3914 0.0176 -3.0661
H -3.4457 -1.6032 -2.8943
H -4.7587 1.0320 -5.0195
H -3.8019 -0.5999 -4.9601
H -3.3390 0.7300 -4.0951
H -6.9237 -0.6652 -2.4039
H -6.2473 0.9701 -2.5562
H -6.9067 0.1468 -4.0178
O 1.2047 6.9652 -1.4001
P 1.0204 6.3369 -0.0580
N 1.8330 4.8655 0.2177
C 1.5451 4.0061 1.3608
C 2.9441 4.3997 -0.5884
N -0.6619 6.0090 0.2858
C -1.3046 4.8207 -0.2831
C -1.5593 7.1642 0.4904
N 1.4533 7.3539 1.2512
C 2.6380 8.1806 1.1209
C 0.9737 7.4096 2.5816
H 1.0762 4.5621 2.1727
H 2.4408 3.5673 1.8005
H 0.9340 3.1642 1.0352
H 3.8443 4.9770 -0.3777
H 2.5344 4.5890 -1.5806
H 3.1464 3.3395 -0.4361
H -2.3751 4.7733 -0.0830
H -1.2251 4.9269 -1.3650
H -0.8514 3.9389 0.1697
H -1.1582 8.1768 0.4471
H -2.3065 7.2237 -0.3010
H -2.1894 7.0103 1.3665
H 3.4073 7.7398 1.7548
H 2.8658 8.2481 0.0571
H 2.4592 9.1709 1.5398
H 0.4631 8.3201 2.8952
H 1.7390 7.3464 3.3552
H 0.2024 6.6715 2.8016
O -0.3664 -2.9038 3.8066
P -0.2576 -2.0208 4.9688
N 0.4513 -0.4634 4.8277
C 1.0577 0.2998 5.8954
C 0.8274 -0.0389 3.5432
N 0.5873 -2.6997 6.2935
C 1.9952 -2.9804 6.1746
C -0.0392 -3.7222 7.1198
N -1.7340 -1.6086 5.6015
C -1.9508 -0.9571 6.9198
C -3.0086 -2.1114 5.0757
H 0.4963 1.2273 6.0077
H 2.1142 0.4546 5.6766
H 1.0468 -0.1033 6.9081
H 0.1981 -0.4058 2.7324
H 1.8029 -0.4352 3.2614
H 0.8058 1.0463 3.6432
H 2.4626 -3.4017 7.0646
H 2.1336 -3.6288 5.3094
H 2.6410 -2.1078 6.0765
H -1.0542 -3.4254 7.3839
H -0.0894 -4.6324 6.5221
H 0.5023 -3.9717 8.0323
H -2.7666 -0.2349 6.9510
H -2.2565 -1.5682 7.7691
H -1.0322 -0.4954 7.2819
H -2.8874 -3.1933 5.0224
H -3.1653 -1.7974 4.0437
H -3.8145 -1.8927 5.7764


ORCA calculation (ωB97M-V/def2-TZVPD) on a cluster of 2 separate species, C6H10O in total.

Values from the calculation:
E_LUMO in eV: 0.19
Structure (SMILES): C=CC/C=C\C=O.[H][H]
HOMO-LUMO gap in Ha: 0.354
Strongest force on any atom in eV Å⁻¹: 0.91
Energy relative to the best compared isomer or geometry (same formula, charge and spin) in kJ/mol: 231.1

Atoms and positions in Å:
C -0.6075 1.8476 0.4008
C 0.4603 1.2601 0.9250
C 0.4549 -0.1330 1.4760
C 1.0911 -0.8340 0.3166
C 0.4717 -1.3996 -0.7303
C -0.9734 -1.6581 -0.8487
O -1.8394 -1.2717 -0.0878
H -1.5967 1.4112 0.4866
H -0.5333 2.8595 0.0239
H 1.4201 1.7692 0.8718
H 1.0687 -0.2015 2.3811
H -0.5609 -0.4785 1.6757
H 2.1769 -0.7524 0.2717
H 1.0851 -1.8173 -1.5228
H -1.2505 -2.2691 -1.7336
H -0.4822 1.0604 -1.6522
H -0.3849 0.6072 -2.2538


ORCA calculation (ωB97M-V/def2-TZVPD) on an isolated molecule of C4H8O2.

Values from the calculation:
E_LUMO in eV: 0.62
HOMO-LUMO gap in Ha: 0.338
Strongest force on any atom in eV Å⁻¹: 0.89
Energy relative to the best compared isomer or geometry (same formula, charge and spin) in kJ/mol: 412.1

Atoms and positions in Å:
C 1.6820 0.8001 -0.1723
C 0.4261 -0.0074 0.0660
O 0.0742 -0.0370 1.4583
C -1.0142 -0.6944 1.7399
C -0.7165 0.7284 -0.6704
O -2.0211 0.2154 -0.6190
H 1.5446 1.8033 0.2546
H 1.8183 0.8392 -1.2607
H 2.5821 0.3474 0.2448
H 0.5086 -1.0479 -0.2650
H -1.1465 -1.4378 0.9075
H -0.4066 0.6872 -1.7189
H -0.7813 1.7601 -0.3103
H -2.4623 0.4718 0.2092


ORCA calculation (ωB97M-V/def2-TZVPD) on an isolated molecule of CH6N4S2 in a non-equilibrium geometry.

Values from the calculation:
E_LUMO in eV: 0.69
Structure (SMILES): NN=C(NS)NS
HOMO-LUMO gap in Ha: 0.349
Strongest force on any atom in eV Å⁻¹: 1.04
Energy relative to the best compared isomer or geometry (same formula, charge and spin) in kJ/mol: 10.8

Atoms and positions in Å:
N 0.3907 2.1613 0.0829
N -0.6265 1.1308 0.0436
C -0.1349 -0.0379 -0.0870
N -0.9325 -1.1840 -0.0659
S -2.6338 -1.2460 0.1148
N 1.2198 -0.2914 -0.2716
S 1.9720 -1.7840 0.0184
H 0.0147 2.8359 -0.5821
H 0.2750 2.7087 0.9519
H -0.4489 -2.0769 -0.0750
H -2.9366 -1.0917 -1.1912
H 1.8130 0.5521 -0.2931
H 2.0280 -1.6770 1.3542


ORCA calculation (ωB97M-V/def2-TZVPD) on a cluster of 12 separate species, C44H122N14O13 in total in a non-equilibrium geometry.

Values from the calculation:
E_LUMO in eV: 0.01
Structure (SMILES): COC[C@H](C)N.COC[C@H](C)N.COC[C@H](C)N.COC[C@H](C)N.COC[C@H](C)N.COC[C@H](C)N.COC[C@H](C)N.COC[C@H](C)N.COC[C@H](C)N.COCCNCCOC.NC(N)=O.NC(N)=O
HOMO-LUMO gap in Ha: 0.306
Strongest force on any atom in eV Å⁻¹: 3.36
Energy relative to the best compared isomer or geometry (same formula, charge and spin) in kJ/mol: 0.0

Atoms and positions in Å:
C 3.5301 2.8597 -1.0665
O 4.4553 3.8914 -0.8011
C 5.6882 3.7156 -1.4380
C 5.5751 3.7809 -2.9577
C 6.9186 3.3421 -3.6141
N 5.3280 5.1580 -3.3956
H 3.0898 2.9126 -2.0683
H 2.6888 3.1098 -0.4189
H 3.8364 1.8217 -0.9187
H 6.4412 4.4363 -1.1059
H 6.2200 2.7858 -1.1792
H 4.7108 3.2245 -3.3189
H 7.7834 3.9562 -3.3725
H 6.8182 3.1483 -4.6811
H 7.1275 2.3318 -3.2427
H 6.0421 5.7842 -3.0405
H 4.4472 5.4162 -2.9602
C 2.7048 8.5769 -4.7127
O 1.7624 7.5368 -4.6181
C 1.5833 6.7441 -5.7822
C 1.1088 5.3578 -5.4308
C 2.0735 4.4850 -4.6083
N 0.8110 4.5081 -6.6155
H 2.5626 9.0579 -5.6871
H 3.7064 8.1416 -4.6431
H 2.5741 9.3399 -3.9485
H 1.0273 7.2872 -6.5486
H 2.5800 6.6092 -6.2313
H 0.1870 5.4753 -4.8550
H 2.6222 5.1719 -3.9514
H 2.7517 3.9132 -5.2376
H 1.6364 3.7591 -3.9208
H 0.3522 3.6428 -6.3646
H 1.6383 4.2917 -7.1511
C 1.4697 -7.6151 -1.3613
O 1.1927 -6.2201 -1.4963
C 0.0064 -5.8684 -2.1856
C -0.1546 -4.3579 -1.9955
C -1.5642 -3.7803 -2.2494
N 0.7759 -3.6162 -2.8701
H 1.0045 -8.1980 -2.1596
H 0.9787 -7.9741 -0.4522
H 2.5360 -7.8147 -1.3093
H -0.0764 -6.2621 -3.1979
H -0.8173 -6.2268 -1.5506
H -0.0201 -4.1084 -0.9361
H -1.7392 -2.7661 -1.8995
H -2.2988 -4.4659 -1.8084
H -1.9216 -3.7814 -3.2841
H 1.7167 -3.8368 -2.5553
H 0.6724 -2.5969 -2.8087
C -1.0176 5.5048 -0.4819
O -0.9570 4.0823 -0.3332
C -0.2882 3.5316 0.7638
C -0.6862 4.0027 2.1813
C -0.0531 3.2815 3.3328
N -2.1617 3.8708 2.3532
H -0.2377 5.9197 0.1675
H -1.9186 5.8773 0.0101
H -0.8505 5.7661 -1.5202
H -0.3274 2.4452 0.6847
H 0.7366 3.9412 0.7379
H -0.5381 5.0860 2.1450
H 1.0063 3.4933 3.5135
H -0.0017 2.2122 3.1109
H -0.5545 3.5887 4.2478
H -2.4613 2.8904 2.3489
H -2.5550 4.2848 1.5116
C 0.9095 -0.4665 1.5736
O 1.1293 0.0524 0.2772
C 0.2191 -0.4672 -0.7093
C 0.5968 0.1498 -2.0313
C 0.0255 1.5469 -2.2135
N 0.0549 -0.7020 -3.1277
H 1.6244 -0.0948 2.3065
H 0.9217 -1.5542 1.6565
H -0.0381 -0.0423 1.9285
H 0.3274 -1.5499 -0.8539
H -0.8145 -0.3382 -0.3700
H 1.6781 0.1874 -2.1822
H 0.6704 2.3153 -1.7763
H -0.9969 1.6806 -1.8590
H 0.0122 1.8959 -3.2507
H -0.9595 -0.6489 -2.9599
H 0.0333 0.0010 -3.8708
C -3.8202 1.6999 -1.2320
O -5.2116 2.0904 -1.2859
C -6.0600 1.2179 -0.5832
C -7.4577 1.8279 -0.4248
C -7.4380 3.2302 0.1840
N -8.3257 0.9552 0.3981
H -3.5243 1.1550 -2.1316
H -3.6538 1.0654 -0.3587
H -3.1672 2.5715 -1.2029
H -6.2786 0.3349 -1.2022
H -5.6391 0.8351 0.3522
H -7.9214 1.8621 -1.4108
H -6.4901 3.7583 0.0172
H -7.5895 3.2305 1.2625
H -8.0404 4.0028 -0.2999
H -7.8230 0.5278 1.1649
H -8.6604 0.2800 -0.2780
C -3.8021 0.0486 2.7349
O -3.7147 1.4582 2.5979
C -4.9730 2.0650 2.8258
C -5.1184 2.4781 4.3398
C -6.5409 2.8123 4.7113
N -4.2311 3.6148 4.5836
H -2.9402 -0.3852 2.2225
H -4.6000 -0.3567 2.0989
H -3.9138 -0.2298 3.7795
H -4.9919 2.9250 2.1501
H -5.8385 1.4599 2.5273
H -4.7585 1.6951 5.0142
H -6.9383 3.4271 3.9000
H -6.6602 3.2614 5.6943
H -7.0899 1.8672 4.7831
H -4.2212 4.2625 3.8066
H -3.3158 3.1789 4.5820
C 5.6418 -2.2000 3.2099
O 6.1739 -0.9221 3.5323
C 5.2201 -0.0819 4.2201
C 4.1693 0.6660 3.4243
C 4.7881 1.6141 2.3826
N 3.3456 1.4446 4.3769
H 4.9642 -2.6960 3.9027
H 6.4739 -2.7937 2.8265
H 5.1315 -2.0808 2.2433
H 4.6783 -0.6216 5.0026
H 5.9696 0.5931 4.6404
H 3.4729 -0.0297 2.9527
H 5.5685 2.2887 2.7441
H 4.0413 2.2844 1.9528
H 5.2794 0.9670 1.6518
H 3.9636 1.8282 5.0861
H 3.0323 2.2117 3.7936
C -1.4729 -2.7211 3.5206
O -2.2116 -2.0871 4.5124
C -3.5009 -2.7233 4.7337
C -3.5618 -4.2249 4.8884
C -4.9275 -4.7262 5.3507
N -2.5941 -4.7084 5.8949
H -0.6209 -2.0866 3.2560
H -2.0233 -2.8009 2.5708
H -0.9579 -3.6872 3.6131
H -3.7800 -2.1447 5.6189
H -4.2035 -2.3485 3.9799
H -3.3128 -4.7162 3.9465
H -5.6858 -4.1705 4.7850
H -5.2843 -4.5340 6.3650
H -5.0562 -5.7906 5.1677
H -2.9188 -4.4214 6.8113
H -1.6797 -4.2854 5.7809
C 2.8754 -2.9986 0.5408
O 3.9301 -3.8618 0.2865
C 3.5294 -5.0988 -0.3062
C 4.8734 -5.8818 -0.4187
N 5.3140 -6.4396 0.8831
C 4.3170 -7.1074 1.7137
C 4.8712 -7.4231 3.1004
O 3.7895 -7.3586 3.9982
C 4.0491 -7.9438 5.2514
H 2.5328 -2.3879 -0.3045
H 3.2218 -2.3161 1.3225
H 1.9628 -3.4432 0.9624
H 3.3187 -4.8800 -1.3553
H 2.7629 -5.5841 0.2835
H 5.6362 -5.3329 -0.9622
H 4.7420 -6.8362 -0.9434
H 5.6588 -5.6389 1.4061
H 4.0027 -8.0238 1.2111
H 3.4591 -6.4517 1.8864
H 5.6057 -6.6645 3.3895
H 5.3042 -8.4241 3.0134
H 4.1002 -9.0365 5.2443
H 3.3070 -7.6093 5.9730
H 5.0203 -7.6315 5.6545
N -2.8621 1.5107 -6.5972
C -1.6377 1.0923 -6.1970
N -1.3031 -0.1392 -6.6419
O -0.9100 1.8369 -5.5334
H -3.2502 2.3441 -6.1981
H -3.4083 0.8804 -7.1522
H -1.9793 -0.6759 -7.1501
H -0.4861 -0.6326 -6.3297
N -4.4965 -2.1774 -4.5087
C -4.0340 -1.5255 -3.3905
N -4.9754 -1.5553 -2.4091
O -2.9382 -0.9909 -3.3501
H -5.3478 -2.6866 -4.3983
H -3.8407 -2.3307 -5.2540
H -5.8723 -1.9940 -2.4610
H -4.8875 -0.9327 -1.6233


ORCA calculation (ωB97M-V/def2-TZVPD) on a cluster of 2 separate species, C3H10NO3 in total in a non-equilibrium geometry.

Values from the calculation:
E_LUMO in eV: -3.31
HOMO-LUMO gap in Ha: 0.389
Total charge: +1
Strongest force on any atom in eV Å⁻¹: 3.97
Energy relative to the best compared isomer or geometry (same formula, charge and spin) in kJ/mol: 590.1

Atoms and positions in Å:
C -1.8641 0.7372 0.1406
C -0.7156 0.0315 0.9327
C -0.2706 -1.1510 0.1423
N 0.0553 -0.9542 -1.1001
O -0.1705 -2.3280 0.6874
O 3.3620 0.6640 -0.1249
O 2.1194 -0.2307 -0.3007
H -2.5476 0.1369 -0.4506
H -1.4159 1.3828 -0.6591
H -2.5394 1.4043 0.7949
H -1.1303 -0.2305 1.8621
H 0.0721 0.7277 1.0791
H 0.1012 0.0098 -1.2239
H 0.3842 -1.7742 -1.5724
H 3.4578 1.0963 -0.9891
H 0.0070 -2.2770 1.7093
H 4.0670 0.0754 0.1601


ORCA calculation (ωB97M-V/def2-TZVPD) on a cluster of 2 separate species, C7H7N2O2 in total in a non-equilibrium geometry.

Values from the calculation:
E_LUMO (spin up / spin down) in eV: -6.72 / -6.72
HOMO-LUMO gap (spin up / spin down) in Ha: 0.279 / 0.278
Total charge: +1
Strongest force on any atom in eV Å⁻¹: 5.16
Energy relative to the best compared isomer or geometry (same formula, charge and spin) in kJ/mol: 426.6

Atoms and positions in Å:
C -2.4846 2.8577 0.1811
C -1.3219 2.2550 0.7463
C -2.6749 2.3227 -1.0452
C 1.7700 -0.4642 -1.3072
C -1.0624 1.3432 -0.1954
C 1.6579 -1.9246 0.2165
C 1.8246 -3.0643 1.0759
N 2.3529 -1.6171 -0.9598
N 0.7072 -0.1419 -0.5661
O -1.7670 1.3778 -1.2881
O 0.6821 -1.0200 0.3886
H -3.2312 3.3017 0.7886
H -0.7412 2.4458 1.6827
H -3.5334 2.2914 -1.6996
H 2.0876 0.1082 -2.0778
H 2.0221 -4.0343 0.5360
H 2.7141 -3.0519 1.6931
H 0.9982 -2.9853 1.8304


ORCA calculation (ωB97M-V/def2-TZVPD) on an isolated molecule of C9H12O6 in a non-equilibrium geometry.

Values from the calculation:
Expectation value of S²: 2.0104
E_LUMO (spin up / spin down) in eV: 0.68 / -0.93
HOMO-LUMO gap (spin up / spin down) in Ha: 0.249 / 0.321
Multiplicity: 3
Strongest force on any atom in eV Å⁻¹: 2.15

Atoms and positions in Å:
C -0.1501 1.0152 0.8290
C -2.0729 0.8470 -2.6240
C -1.4966 1.7636 -1.8703
C 1.1507 -1.5108 2.1399
C -0.3738 -1.1286 0.2879
C -0.2121 -1.9693 1.5785
C 0.3250 1.8720 -0.1903
C 1.0500 -0.6609 0.0379
C -0.0174 1.8552 -1.6376
O 0.1629 1.1884 2.0145
O -1.1287 0.0294 0.4637
O 1.8852 -0.9565 1.0467
O -0.2059 -3.3356 1.2391
O 1.2699 2.7467 0.2157
O 1.5739 -0.6878 -1.1923
H -3.1370 0.8378 -2.7885
H -1.5015 0.0684 -3.1033
H -2.0859 2.5255 -1.3793
H 1.0248 -0.7418 2.9031
H 1.7378 -2.3502 2.5210
H -0.7851 -1.7323 -0.5262
H -1.0176 -1.7180 2.2741
H 0.4833 1.0171 -2.1386
H 0.3760 2.7867 -2.0552
H -0.6826 -3.8472 1.9004
H 1.2905 2.6814 1.1937
H 2.5369 -0.5952 -1.1395